<a>
2 unconnected molecules or ions with the total composition C6H11FO. Source: OMol25; level of theory: ωB97M-V/def2-TZVPD.

```
19
Properties=species:S:1:pos:R:3:lowdin_charge:R:1
C 0.000 -0.465 -0.969 -0.379
H 0.488 -2.436 -1.575 0.085
C 1.265 0.256 -1.229 -0.094
H 2.083 -0.184 -0.668 0.081
H -2.067 -0.129 -0.592 0.078
C -0.502 1.442 2.432 -0.088
H -0.575 1.647 3.494 0.110
C 0.404 0.425 1.914 -0.240
H -1.354 1.737 1.831 0.099
H 1.517 0.200 -2.294 0.087
H -1.627 -0.186 -2.287 0.088
H -0.932 -2.337 -0.523 0.076
F 1.115 -0.366 2.781 0.033
C 0.055 -1.923 -0.709 -0.085
H 0.700 -2.150 0.138 0.076
H 1.178 1.310 -0.969 0.075
H -1.221 1.245 -1.334 0.076
C -1.295 0.162 -1.302 -0.085
O 0.768 1.751 1.861 0.006
```

Summary:
frontier orbital gap (alpha / beta)	10.00 / 6.53	eV
M	118.2	g/mol
LUMO (alpha / beta)	0.90 / -0.48	eV

=====

<b>
2 unconnected molecules or ions with the total composition C6H11FO. Source: OMol25; level of theory: ωB97M-V/def2-TZVPD.

```
19
Properties=species:S:1:pos:R:3:lowdin_charge:R:1
C 0.689 -0.957 0.508 -0.419
C 1.592 -0.759 1.744 -0.030
H 2.636 -1.223 1.534 0.118
H 0.095 1.408 -1.902 0.084
C -0.932 1.784 -1.588 0.014
H -1.093 -2.359 1.135 0.079
H -3.895 -0.638 0.729 0.064
H 0.347 -3.097 0.629 0.059
C -1.672 1.160 -0.703 -0.149
H -0.697 -2.328 -0.517 0.067
C -0.234 -2.222 0.457 -0.049
H 1.490 0.298 2.015 0.076
H 1.116 -1.450 2.421 0.055
H -1.160 2.749 -1.987 0.041
C -3.238 -0.487 -0.137 -0.065
O -2.341 0.442 0.068 -0.047
H 0.092 -0.058 0.163 0.104
H -3.748 -0.602 -1.089 0.065
F 1.599 -1.073 -0.526 -0.066
```

Summary:
frontier orbital gap (alpha / beta)	7.72 / 8.56	eV
M	118.2	g/mol
LUMO (alpha / beta)	0.45 / 0.70	eV

=====

List of relative energies, unit hartree: <a> 0.0000; <b> 0.0568

=====

<a>
A gas-phase ion, C9H18N6 (charge +2). Source: OMol25; level of theory: ωB97M-V/def2-TZVPD.

```
33
Properties=species:S:1:pos:R:3:lowdin_charge:R:1
C -0.979 0.819 0.021 -0.171
C 1.403 -0.638 0.343 -0.155
H -3.196 -1.459 -0.620 0.121
H 3.491 -1.480 0.634 0.142
N -0.161 1.721 0.631 0.188
H -4.084 1.020 -1.111 0.105
H -1.412 1.968 -1.749 0.163
H -1.004 -3.212 1.257 0.119
N 0.389 -1.444 0.899 0.173
H -2.429 2.546 -0.339 0.165
H -3.608 -0.431 0.718 0.163
H 2.838 0.782 0.802 0.199
N -1.533 -0.346 0.352 0.072
H 2.687 3.053 0.519 0.134
C -0.897 -1.373 0.912 -0.327
C -2.929 -0.560 -0.148 -0.079
H 1.474 3.613 1.594 0.128
H -2.572 -2.580 0.939 0.131
H 2.394 -2.651 -0.250 0.150
C -3.148 0.547 -1.131 -0.130
N 1.790 2.943 0.939 0.219
H 2.244 -0.851 -2.168 0.077
H -3.196 0.161 -2.230 0.166
H 0.799 -2.407 1.063 0.196
C 3.056 -0.949 -1.481 -0.100
H -0.590 2.594 0.833 0.162
C 2.669 -1.517 -0.154 -0.168
C 1.172 1.759 0.851 -0.338
N 1.800 0.619 0.790 0.168
H 3.801 -1.519 -1.948 0.073
N -1.641 -2.440 1.368 0.213
H 3.389 0.140 -1.297 0.106
C -2.016 1.571 -0.837 -0.065
```

Summary:
frontier orbital gap (alpha / beta)	7.33 / 7.51	eV
M	210.3	g/mol
total charge	+2
LUMO (alpha / beta)	-7.64 / -7.60	eV

=====

<b>
A gas-phase ion, C9H18N6 (charge +2). Source: OMol25; level of theory: ωB97M-V/def2-TZVPD.

```
33
Properties=species:S:1:pos:R:3:lowdin_charge:R:1
N -3.085 0.046 -0.133 0.141
H 2.578 1.968 1.593 0.149
C -3.167 1.422 0.313 -0.133
H -1.544 1.976 1.732 0.163
N -1.394 -1.639 -0.295 0.154
H 0.759 -4.013 0.444 0.174
C -1.783 1.825 0.629 -0.059
N 0.240 -3.377 -0.187 0.215
C -1.804 -0.346 -0.025 -0.252
H -3.689 2.039 -0.555 0.178
H 0.385 -0.708 -1.852 0.112
C -0.373 -2.349 0.297 -0.153
H -0.038 -2.244 1.383 0.196
N 1.123 -0.575 0.193 -0.098
N -0.974 0.657 0.183 0.086
H 3.392 -0.699 0.326 0.149
H 2.209 1.555 -2.144 0.170
H 0.591 0.834 1.623 0.173
H -1.426 2.824 0.172 0.177
H -2.121 -2.189 -0.961 0.263
H -0.049 -3.882 -1.051 0.176
C 2.464 -0.209 0.808 -0.112
H 2.212 -0.919 -1.581 0.113
H -3.950 -0.449 -0.366 0.194
C 1.369 1.160 -1.454 -0.126
H 3.431 1.497 0.134 0.130
C 0.416 0.609 0.568 -0.309
C 1.309 -0.404 -1.327 -0.068
H 0.499 1.610 -1.870 0.097
N 1.282 1.680 -0.083 -0.046
H -4.054 1.591 0.958 0.151
C 2.491 1.334 0.668 -0.155
H 2.701 -0.625 1.860 0.149
```

Summary:
frontier orbital gap	8.64	eV
M	210.3	g/mol
total charge	+2
LUMO	-7.65	eV
SMILES	[NH2+]=CNC1=[NH+]CCN1C1N2CCN1CC2

=====

List of relative energies, unit hartree: <a> 0.0000; <b> 0.0101

=====

<a>
A single C23H35N3O molecule. Source: OMol25; level of theory: ωB97M-V/def2-TZVPD.

```
62
Properties=species:S:1:pos:R:3:lowdin_charge:R:1
C -2.174 0.064 0.998 -0.139
H 2.044 0.601 -2.041 0.106
C -5.099 -0.002 2.277 -0.045
H -0.577 0.938 2.157 0.119
C -4.303 -0.391 -0.095 -0.200
C -1.398 1.277 1.526 -0.148
C 0.678 2.176 -1.508 -0.153
H 0.667 3.268 -1.487 0.124
H -3.552 1.593 -1.609 0.130
C 2.056 1.690 -1.955 -0.159
H 0.390 0.539 -0.153 0.146
C 4.625 -0.886 -0.570 -0.131
H 3.167 3.202 -0.895 0.132
H -2.575 -0.511 1.831 0.114
N -0.883 2.131 0.467 -0.124
C 3.440 0.679 1.101 -0.460
H 2.393 -1.653 1.057 0.068
C -6.255 -1.548 0.697 -0.054
H 1.360 1.727 1.837 0.113
H 5.481 -3.334 -1.490 0.097
C 3.129 2.105 -0.947 -0.151
N 2.785 1.604 0.361 -0.041
C 5.010 -3.118 0.673 -0.090
O 3.004 0.318 2.182 0.039
H 3.981 -0.497 -1.361 0.102
H -1.490 -0.596 0.434 0.126
H 5.621 -1.028 -0.998 0.120
H -2.071 1.889 2.134 0.123
H -5.694 -2.277 -2.547 0.100
H 5.386 0.968 0.249 0.114
H 4.582 -3.729 1.453 0.104
H -6.952 -1.761 1.495 0.110
N -3.257 0.519 0.145 -0.118
C -5.561 -1.836 -1.569 -0.094
H 4.107 1.746 -1.260 0.110
H 2.036 -1.910 -0.658 0.080
C -5.210 -0.670 0.939 -0.208
H 4.060 -4.307 -0.950 0.098
C -2.725 1.258 -0.979 -0.160
C 1.508 2.099 0.824 -0.086
C -1.976 2.478 -0.420 -0.162
H 5.244 -0.351 1.416 0.123
H 1.523 3.194 0.849 0.139
H -3.824 -0.756 -2.155 0.102
H -2.034 0.651 -1.591 0.118
H 2.297 2.105 -2.936 0.115
C -4.505 -0.972 -1.346 -0.026
H -2.684 3.062 0.177 0.126
C 4.700 -3.460 -0.754 -0.095
H -4.543 -0.620 2.983 0.082
H -0.067 1.836 -2.229 0.107
H 6.001 -2.756 0.904 0.101
C 0.368 1.642 -0.108 -0.293
H -4.590 0.953 2.179 0.073
H -6.091 0.163 2.694 0.079
C 4.094 -2.237 -0.124 -0.490
H -7.259 -2.816 -0.706 0.098
H -1.618 3.111 -1.230 0.108
C 4.755 0.137 0.571 -0.083
C 2.616 -2.272 0.192 -0.022
H 2.299 -3.289 0.411 0.084
C -6.435 -2.138 -0.542 -0.097
```

Summary:
frontier orbital gap	8.58	eV
M	369.6	g/mol
LUMO	0.71	eV
SMILES	Cc1ccccc1N1CCN([C@H]2CCCN(C(=O)CCC3(C)CC3)C2)CC1

=====

<b>
A single C23H35N3O molecule. Source: OMol25; level of theory: ωB97M-V/def2-TZVPD.

```
62
Properties=species:S:1:pos:R:3:lowdin_charge:R:1
C -4.218 1.115 -0.027 -0.039
H 1.338 -0.751 3.755 0.097
H -0.405 1.671 3.682 0.096
H -0.875 0.085 3.044 0.095
C -5.610 0.974 0.091 -0.086
H -1.708 -0.167 -1.912 0.118
H 2.688 2.090 1.678 0.073
C 0.175 3.509 -1.538 -0.064
O 0.760 1.189 -1.696 -0.089
C -1.970 0.323 -0.960 -0.298
C 1.796 0.199 3.460 -0.037
H 1.046 3.776 -0.921 0.060
H 2.845 0.016 3.214 0.063
N 2.228 -0.587 0.585 0.029
H 4.090 -1.868 2.107 0.080
C -3.510 0.301 -0.918 -0.189
C -4.208 -0.559 -1.773 -0.042
C 0.013 -3.758 -1.133 -0.035
C -0.413 1.043 2.779 -0.052
H 5.247 0.622 -0.372 0.089
C 3.648 -0.196 0.807 -0.362
H -6.123 -1.361 -2.344 0.097
H 3.684 0.512 1.631 0.104
H 5.479 -1.257 1.190 0.089
C -6.296 0.057 -0.710 -0.105
H -1.008 1.558 2.017 0.084
H 1.429 -1.223 -3.019 0.089
H 1.101 2.607 1.064 0.082
H 3.670 1.381 -0.675 0.085
H -0.686 4.115 -1.230 0.065
H -3.644 -1.125 -2.522 0.109
C 1.016 0.819 2.299 -0.514
C 1.045 -0.129 1.094 -0.044
C -5.597 -0.691 -1.667 -0.090
C 4.405 -1.465 1.140 -0.047
N 0.725 -1.507 -0.572 -0.005
H 2.223 -2.642 -2.291 0.075
H -1.857 -1.540 0.100 0.128
H 0.425 3.740 -2.582 0.075
C 4.172 0.432 -0.466 -0.036
H -0.733 -1.920 -2.011 0.134
H 4.219 -2.212 0.361 0.080
H -2.133 2.553 -0.995 0.073
C 0.211 -2.352 -1.669 -0.344
H -6.151 1.602 0.805 0.100
N 2.038 -1.420 -0.449 0.175
C -1.418 -0.527 0.179 -0.075
C 1.288 -2.266 -2.716 -0.055
H 4.004 -0.252 -1.305 0.086
H 1.008 -2.856 -3.593 0.090
H -7.372 -0.072 -0.599 0.096
H 0.975 -4.131 -0.758 0.087
H 1.767 0.887 4.314 0.096
C 0.065 -0.697 0.298 -0.086
C 1.624 2.172 1.924 -0.015
H -0.334 -4.413 -1.937 0.089
C -1.436 1.717 -0.992 -0.086
H -1.757 -0.098 1.129 0.098
H -0.720 -3.767 -0.319 0.079
C -0.128 2.032 -1.425 -0.581
H 1.532 2.856 2.777 0.097
H -3.668 1.854 0.568 0.112
```

Summary:
frontier orbital gap	6.33	eV
M	369.6	g/mol
LUMO	0.49	eV

=====

List of relative energies, unit hartree: <a> 0.0000; <b> 0.0669

=====

<a>
A molecular structure, C4H7BrO. Source: OMol25; level of theory: ωB97M-V/def2-TZVPD.

```
13
Properties=species:S:1:pos:R:3:lowdin_charge:R:1
H -1.170 1.317 -0.441 0.113
Br -1.184 -1.473 2.293 0.567
H 0.828 -0.251 -1.342 0.067
H 1.812 0.258 1.315 0.096
C -0.270 0.236 1.563 -0.522
H 0.199 -1.593 -0.217 0.053
C 0.965 0.199 0.690 -0.263
C -1.755 1.184 0.562 -0.072
C 0.963 -0.825 -0.438 -0.104
H -2.710 0.576 0.685 0.097
O -1.043 1.428 1.674 -0.213
H 0.791 1.170 0.177 0.110
H 1.915 -1.333 -0.573 0.071
```

Summary:
frontier orbital gap (alpha / beta)	8.69 / 8.54	eV
M	151.0	g/mol
LUMO (alpha / beta)	0.35 / 0.35	eV

=====

<b>
2 unconnected molecules or ions with the total composition C4H7BrO. Source: OMol25; level of theory: ωB97M-V/def2-TZVPD.

```
13
Properties=species:S:1:pos:R:3:lowdin_charge:R:1
H -0.224 0.713 0.940 0.025
H -0.988 -0.910 1.113 0.075
C -1.076 1.093 -2.679 -0.197
C -0.216 0.404 -1.675 -0.649
Br 1.597 0.170 -1.993 0.817
O -1.143 -0.319 -2.473 -0.101
H 1.911 -0.448 0.254 -0.066
H -1.941 1.662 -2.410 0.091
H 1.821 -0.866 1.954 0.100
C 1.265 -0.846 0.970 -0.257
C -0.050 -0.328 1.045 -0.048
H -0.533 1.495 -3.574 0.110
H 1.177 -1.961 0.813 0.099
```

Summary:
frontier orbital gap (alpha / beta)	9.16 / 7.30	eV
M	151.0	g/mol
LUMO (alpha / beta)	0.39 / -0.72	eV

=====

List of relative energies, unit hartree: <a> 0.0000; <b> 0.0398